[1]
{"formula": "C36H33BeGeN6OS", "method": "ωB97M-V/def2-TZVPD", "orbital_gap_ev": 6.916, "homo_ev": -10.200, "energy_ha": -4285.28019, "charge": 1, "de_lowest_ev": 0.000, "elements": ["Ge", "S", "O", "N", "N", "N", "N", "N", "N", "C", "C", "C", "C", "C", "C", "C", "C", "C", "C", "C", "C", "C", "C", "C", "C", "C", "C", "C", "C", "C", "C", "C", "C", "C", "C", "C", "C", "C", "C", "C", "C", "C", "C", "C", "C", "Be", "H", "H", "H", "H", "H", "H", "H", "H", "H", "H", "H", "H", "H", "H", "H", "H", "H", "H", "H", "H", "H", "H", "H", "H", "H", "H", "H", "H", "H", "H", "H", "H", "H"], "positions_angstrom": [[2.357, -0.106, -0.829], [-2.866, -3.511, -0.104], [-4.786, 5.317, -1.026], [-1.718, -1.243, 0.022], [-3.593, 6.243, 0.641], [-0.698, -1.080, 3.508], [-1.637, 1.598, -0.019], [-0.168, 0.032, 1.666], [0.530, 0.027, -1.137], [3.243, 2.406, -2.153], [-0.060, -1.153, -4.612], [1.695, 2.190, 4.022], [4.234, 4.278, -1.026], [-2.836, 1.667, -0.589], [0.451, 0.654, 2.717], [0.035, 2.571, -2.529], [-1.586, -1.802, 1.260], [4.285, -3.707, -1.915], [3.729, 2.273, 0.182], [-1.116, 2.720, 0.470], [-3.560, 2.839, -0.665], [-3.036, 4.010, -0.122], [1.299, 1.759, 2.774], [0.132, -1.176, -3.237], [-2.160, -3.038, 1.386], [0.054, 1.236, -3.218], [0.211, -2.523, -2.576], [3.752, 3.693, -2.185], [1.286, 1.545, 5.193], [0.225, 0.029, -2.522], [0.096, -0.027, 3.904], [3.672, -2.679, -1.221], [3.347, -1.480, -3.264], [4.420, -3.625, -3.291], [-1.768, 3.939, 0.448], [-0.167, 0.038, -5.301], [4.236, 3.559, 0.158], [0.500, 0.413, 5.155], [-0.829, -0.992, 2.166], [-3.885, 5.252, -0.223], [3.200, -1.554, -1.885], [-0.125, 1.224, -4.594], [3.944, -2.512, -3.964], [-2.373, -2.016, -0.788], [3.205, 1.686, -0.964], [-0.580, 0.164, -0.014], [2.974, -0.616, -3.796], [1.597, 1.939, 6.147], [-0.226, 2.165, -5.116], [-3.224, 0.747, -0.994], [-2.569, -1.763, -1.813], [-2.190, -3.692, 2.236], [-1.267, 4.804, 0.855], [-0.103, -2.091, -5.148], [4.900, -4.422, -3.837], [-1.098, -1.784, 4.106], [4.043, -2.452, -5.038], [2.336, 3.053, 4.108], [3.772, 4.245, -3.115], [-4.154, 7.079, 0.607], [-0.998, 2.874, -2.349], [2.859, 1.958, -3.061], [1.035, -3.107, -2.983], [0.364, -2.427, -1.504], [0.565, 2.539, -1.583], [0.487, 3.332, -3.160], [-0.132, 2.630, 0.896], [4.634, 4.002, 1.059], [1.657, 2.239, 1.878], [-0.284, 0.050, -6.374], [3.554, -2.747, -0.146], [2.443, -0.515, 0.645], [-2.860, 6.187, 1.325], [0.204, -0.100, 6.056], [4.658, -4.573, -1.389], [-4.529, 2.876, -1.137], [3.753, 1.703, 1.102], [-0.707, -3.080, -2.770], [4.623, 5.285, -1.044]], "lowdin_charge": [0.979, 1.126, 0.092, 0.034, 0.189, 0.212, 0.050, 0.155, -0.173, -0.121, -0.057, -0.056, -0.083, -0.060, -0.181, -0.047, -0.264, -0.086, -0.152, -0.085, 0.039, -0.092, -0.016, -0.243, -0.282, -0.221, -0.054, -0.077, -0.062, -0.293, -0.158, -0.131, -0.118, -0.082, 0.031, -0.079, -0.088, 0.000, -0.203, -0.500, -0.301, -0.053, -0.077, -0.392, -0.287, 0.027, 0.101, 0.112, 0.113, 0.115, 0.103, 0.084, 0.121, 0.116, 0.104, 0.181, 0.107, 0.112, 0.107, 0.125, 0.075, 0.098, 0.083, 0.061, 0.049, 0.087, 0.098, 0.102, 0.088, 0.104, 0.087, 0.000, 0.098, 0.118, 0.103, 0.130, 0.082, 0.072, 0.104]}



[2]
{"formula": "C5H14", "method": "ωB97M-V/def2-TZVPD", "orbital_gap_ev": [11.113, 3.736], "spin_multiplicity": 2, "homo_ev": [-14.304, -14.304], "energy_ha": -198.45795, "charge": 1, "de_lowest_ev": 0.790, "elements": ["C", "C", "C", "C", "C", "H", "H", "H", "H", "H", "H", "H", "H", "H", "H", "H", "H", "H", "H"], "positions_angstrom": [[-2.235, -1.269, 1.668], [1.556, 0.324, -1.631], [2.312, 0.643, -2.889], [-1.490, -0.165, 0.941], [-0.348, 0.408, 1.991], [3.382, 0.536, -2.658], [-0.802, -0.420, 0.135], [-0.354, 0.108, 3.030], [0.621, 0.124, 1.611], [2.093, 0.358, -0.709], [-2.161, 0.628, 0.706], [-0.505, 1.517, 1.968], [1.289, -0.742, -1.671], [-1.585, -1.963, 2.145], [2.280, 1.742, -2.960], [1.899, 0.295, -3.838], [-2.747, -1.817, 0.802], [-2.995, -0.745, 2.331], [0.649, 0.888, -1.371]], "mulliken_spin": [0.142, 0.001, 0.001, 0.202, 0.359, 0.000, 0.068, -0.008, 0.008, 0.000, -0.008, 0.076, 0.000, 0.007, 0.000, 0.000, 0.152, 0.001, 0.001]}



[3]
{"formula": "C32H25Cl5GeNOPd", "method": "ωB97M-V/def2-TZVPD", "orbital_gap_ev": [8.473, 5.611], "spin_multiplicity": 3, "homo_ev": [-11.458, -11.289], "energy_ha": -5869.88699, "charge": 1, "elements": ["Pd", "Ge", "Cl", "Cl", "Cl", "Cl", "Cl", "O", "N", "C", "C", "C", "C", "C", "C", "C", "C", "C", "C", "C", "C", "C", "C", "C", "C", "C", "C", "C", "C", "C", "C", "C", "C", "C", "C", "C", "C", "C", "C", "C", "C", "H", "H", "H", "H", "H", "H", "H", "H", "H", "H", "H", "H", "H", "H", "H", "H", "H", "H", "H", "H", "H", "H", "H", "H", "H"], "positions_angstrom": [[0.935, 0.719, 1.023], [0.384, 0.527, -1.326], [-0.217, 2.497, 2.964], [7.834, 3.252, 0.427], [3.751, -0.004, 1.509], [2.838, 5.048, -0.224], [-2.388, 4.362, 2.343], [2.140, 2.381, 0.540], [-0.069, -0.916, 1.269], [1.194, 4.083, -3.411], [-1.398, -3.888, 2.827], [-3.608, -0.859, -1.068], [-0.639, 3.250, -1.500], [-1.895, -1.586, 3.352], [-1.087, -4.495, -1.500], [-2.696, -1.626, -3.155], [-1.961, 2.686, 2.626], [0.196, -4.613, -2.022], [-1.313, -0.356, -1.633], [-0.256, -3.004, 0.186], [-2.391, -0.273, -0.755], [3.379, 2.530, 0.563], [5.288, 4.032, 0.128], [-3.761, -1.537, -2.271], [-2.601, -1.993, 4.469], [-1.317, -3.696, -0.394], [0.345, 2.365, -1.939], [-0.512, -2.087, 1.339], [6.151, 2.994, 0.484], [-1.294, -2.533, 2.523], [-2.104, -4.291, 3.951], [0.208, 4.953, -2.970], [3.938, 3.819, 0.174], [1.251, -3.925, -1.441], [5.676, 1.739, 0.906], [-2.708, -3.347, 4.768], [-1.478, -1.040, -2.836], [4.335, 1.511, 0.953], [1.026, -3.112, -0.339], [-0.706, 4.538, -2.009], [1.266, 2.796, -2.892], [-3.262, -3.663, 5.642], [2.251, -4.022, -1.844], [-1.371, 2.934, -0.765], [-2.279, 0.241, 0.194], [-0.918, -4.624, 2.196], [-2.316, -3.591, 0.010], [-0.653, -1.128, -3.536], [-1.477, 5.215, -1.665], [6.379, 0.971, 1.198], [1.903, 4.402, -4.165], [-2.498, 2.314, 3.489], [-1.809, -0.533, 3.113], [0.147, 5.954, -3.377], [-1.910, -5.026, -1.961], [1.535, -0.216, -2.024], [-3.073, -1.259, 5.109], [5.686, 4.990, -0.174], [2.035, 2.121, -3.253], [-2.180, 2.107, 1.736], [1.843, -2.569, 0.119], [0.372, -5.246, -2.882], [-4.711, -1.993, -2.517], [-2.811, -2.153, -4.094], [-4.439, -0.787, -0.377], [-2.181, -5.343, 4.189]], "mulliken_spin": [0.192, 0.000, 0.009, 0.065, 0.023, 0.042, 0.000, 0.291, 0.825, 0.000, -0.008, -0.001, -0.005, 0.022, 0.004, -0.001, 0.002, 0.000, -0.015, 0.012, -0.008, 0.106, -0.082, 0.000, 0.002, 0.000, -0.011, -0.031, 0.262, 0.062, 0.009, -0.003, 0.185, -0.005, -0.048, -0.010, 0.001, 0.145, -0.020, 0.000, 0.003, -0.001, 0.000, -0.001, 0.000, 0.000, 0.001, 0.000, 0.000, 0.000, 0.000, 0.000, -0.005, 0.000, 0.001, -0.005, 0.001, -0.001, 0.001, -0.001, -0.007, 0.000, 0.000, 0.000, 0.000, 0.000]}